(1)
Formula: C36H27CdFN6O8S
Source: OMol25
Level of theory: ωB97M-V/def2-TZVPD

The geometry in XYZ format:
```
80
C36H27CdFN6O8S | OMol25 | ωB97M-V/def2-TZVPD
Cd -0.048 0.931 0.672
O -2.257 -3.259 4.099
C -0.951 -3.298 4.484
C -0.500 -4.401 5.214
C 0.810 -4.487 5.655
C 1.697 -3.463 5.359
C 1.248 -2.378 4.618
C -0.065 -2.257 4.166
C -0.361 -0.995 3.367
O 0.590 -0.234 3.132
N -1.634 -0.847 2.992
N -1.768 0.244 2.209
C -2.958 0.687 2.079
C -3.232 1.941 1.366
C -4.534 2.278 1.005
C -4.754 3.472 0.340
C -3.679 4.299 0.059
C -2.414 3.883 0.464
N -2.198 2.745 1.107
H -2.652 -4.104 4.342
H -1.203 -5.199 5.440
H 1.131 -5.355 6.220
H 2.728 -3.515 5.684
H 1.911 -1.566 4.341
H -3.781 0.156 2.555
H -5.348 1.597 1.219
H -5.756 3.745 0.027
H -3.805 5.230 -0.478
H -1.529 4.467 0.242
C 0.469 -0.676 -2.545
C 1.376 0.514 -2.460
C 2.107 0.858 -3.629
C 2.975 1.895 -3.597
C 3.138 2.638 -2.407
C 4.048 3.719 -2.348
C 4.166 4.417 -1.182
C 3.382 4.079 -0.068
C 2.461 3.041 -0.072
S 1.530 2.758 1.365
C 2.356 2.265 -1.288
N 1.503 1.190 -1.343
H -0.025 -0.691 -3.521
H -0.294 -0.676 -1.776
H 1.065 -1.588 -2.454
H 1.956 0.276 -4.530
H 3.548 2.176 -4.476
H 4.630 3.971 -3.228
H 4.864 5.245 -1.111
H 3.475 4.653 0.846
F 4.721 -4.131 2.852
C 4.153 -3.967 1.643
C 2.824 -3.901 1.504
N 2.208 -3.775 0.291
C 0.761 -3.533 0.218
C 0.385 -2.047 0.331
O -0.836 -1.820 0.296
O 1.326 -1.235 0.487
C 2.945 -3.652 -0.864
O 2.463 -3.566 -1.974
N 4.320 -3.678 -0.673
C 5.035 -3.851 0.504
O 6.251 -3.893 0.514
H 2.176 -3.942 2.370
H 0.274 -4.068 1.032
H 0.398 -3.912 -0.733
H 4.865 -3.542 -1.511
O -0.980 3.043 -1.725
C -1.706 2.045 -1.774
O -1.706 1.021 -1.024
C -2.788 2.018 -2.854
C -3.624 0.916 -2.994
C -4.612 0.900 -3.972
C -4.772 1.992 -4.818
C -3.936 3.096 -4.682
C -2.949 3.105 -3.705
H -3.480 0.083 -2.316
H -5.259 0.037 -4.075
H -5.540 1.981 -5.583
H -4.056 3.949 -5.341
H -2.279 3.947 -3.575
```

Properties
LUMO in eV: 4.3
Total charge: -2
Energy in hartree: -2984.5466
Spin multiplicity: 1
Orbital gap in eV: 6.089
Relative energy (zero: lowest compared OMol25 entry of this formula, charge and spin) in kcal/mol: 3.5

Mulliken population analysis, charges in e, atoms 1 to 4: Cd 2.989; O -0.486; C 1.419; C -0.877

=====

(2)
Formula: C36H27CoF5N3O2PS2
Source: OMol25
Level of theory: ωB97M-V/def2-TZVPD

The geometry in XYZ format:
```
77
C36H27CoF5N3O2PS2 | OMol25 | ωB97M-V/def2-TZVPD
Co 0.667 -0.492 1.020
N 2.391 0.137 2.535
C 2.003 1.342 3.234
C 2.305 1.535 4.570
C 1.894 2.701 5.204
C 1.198 3.673 4.498
C 0.896 3.473 3.159
C 1.280 2.300 2.519
P 0.943 1.864 0.783
C -0.319 3.024 0.215
C -0.123 3.780 -0.934
C -1.118 4.643 -1.374
C -2.307 4.750 -0.669
C -2.512 3.986 0.474
C -1.523 3.120 0.912
C 2.479 2.270 -0.083
C 2.880 1.460 -1.145
C 4.049 1.751 -1.838
C 4.815 2.847 -1.471
C 4.415 3.660 -0.414
C 3.251 3.375 0.280
H 2.690 -0.580 3.187
H 3.160 0.311 1.892
H 2.864 0.783 5.116
H 2.130 2.853 6.249
H 0.888 4.585 4.991
H 0.339 4.224 2.611
H 0.798 3.688 -1.495
H -0.964 5.228 -2.271
H -3.077 5.430 -1.010
H -3.444 4.062 1.018
H -1.688 2.521 1.801
H 2.270 0.613 -1.459
H 4.350 1.123 -2.666
H 5.727 3.072 -2.009
H 5.011 4.519 -0.134
H 2.949 4.011 1.104
F -5.960 -2.078 2.073
C -4.666 -1.950 2.273
C -3.952 -0.992 1.548
F -4.587 -0.225 0.676
C -2.604 -0.867 1.760
F -1.954 0.067 1.076
C -1.915 -1.683 2.691
S -0.255 -1.560 2.949
C -2.684 -2.631 3.412
F -2.093 -3.416 4.295
C -4.034 -2.766 3.207
F -4.742 -3.661 3.880
C -4.019 -4.272 -4.974
C -3.055 -3.366 -4.255
C -3.301 -2.945 -2.950
C -2.409 -2.119 -2.288
C -1.253 -1.704 -2.938
C -0.988 -2.105 -4.241
C -1.895 -2.930 -4.888
S -0.106 -0.676 -2.093
O 1.079 -0.592 -2.911
O -0.786 0.530 -1.705
N 0.204 -1.451 -0.713
C 1.286 -2.338 -0.642
C 1.664 -3.325 -1.553
C 2.725 -4.136 -1.225
C 3.392 -3.974 -0.007
C 2.964 -2.976 0.832
N 1.947 -2.160 0.512
H -4.884 -4.506 -4.355
H -3.534 -5.210 -5.248
H -4.377 -3.809 -5.895
H -4.208 -3.267 -2.450
H -2.610 -1.784 -1.278
H -0.087 -1.766 -4.732
H -1.699 -3.240 -5.908
H 1.123 -3.439 -2.482
H 3.040 -4.913 -1.912
H 4.220 -4.608 0.274
H 3.446 -2.800 1.786
```

Properties
LUMO (alpha / beta) in eV: -2.4 / -6.1
Total charge: +1
Energy in hartree: -4722.4223
Spin multiplicity: 5
Orbital gap (alpha / beta) in eV: 8.559 / 5.026
Relative energy (zero: lowest compared OMol25 entry of this formula, charge and spin) in kcal/mol: 0.3

Mulliken population analysis, charges in e, atoms 1 to 4: Co 0.303; N -0.278; C 0.289; C -0.712

=====

(3)
Formula: C36H27N7RuS2
Source: OMol25
Level of theory: ωB97M-V/def2-TZVPD

The geometry in XYZ format:
```
73
C36H27N7RuS2 | OMol25 | ωB97M-V/def2-TZVPD
Ru 0.839 0.406 -0.619
C 3.668 0.247 0.547
N 3.011 0.500 -0.770
C 3.440 1.769 -1.428
C 2.280 2.705 -1.496
N 1.153 2.469 -0.838
C 0.410 3.657 -0.915
C -0.743 4.059 -0.243
C -1.182 5.350 -0.456
C -0.498 6.233 -1.306
C 0.674 5.863 -1.935
C 1.113 4.566 -1.701
N 2.295 3.914 -2.059
C 2.629 -0.076 1.570
N 1.356 0.236 1.400
C 0.676 -0.252 2.521
C -0.673 -0.204 2.858
C -1.036 -0.764 4.066
C -0.087 -1.349 4.922
C 1.253 -1.394 4.599
C 1.607 -0.836 3.376
N 2.839 -0.709 2.729
H 4.217 1.137 0.857
H 4.398 -0.559 0.465
H 3.267 -0.249 -1.402
H 3.879 1.570 -2.406
H 4.213 2.254 -0.829
H -1.232 3.414 0.476
H -2.055 5.708 0.072
H -0.876 7.237 -1.440
H 1.233 6.558 -2.547
H 3.062 4.320 -2.576
H -1.399 0.273 2.212
H -2.072 -0.742 4.375
H -0.417 -1.765 5.865
H 1.982 -1.832 5.267
H 3.733 -0.999 3.097
S -4.062 3.532 -1.558
C -5.674 3.994 -1.790
C -6.566 2.946 -1.617
C -5.923 1.762 -1.292
C -4.530 1.897 -1.212
C -3.576 0.863 -0.922
C -2.180 1.135 -0.925
N -1.260 0.217 -0.712
C -1.671 -1.074 -0.531
C -3.022 -1.440 -0.461
C -3.364 -2.821 -0.239
C -2.405 -3.764 -0.148
C -1.015 -3.413 -0.281
C 0.016 -4.355 -0.262
C 1.339 -3.967 -0.433
C 1.575 -2.585 -0.597
N 0.623 -1.668 -0.608
C -0.671 -2.069 -0.456
C 2.448 -4.906 -0.443
C 3.791 -4.638 -0.595
C 4.592 -5.797 -0.563
C 3.849 -6.929 -0.389
S 2.190 -6.599 -0.265
C -3.975 -0.443 -0.645
H -5.913 5.016 -2.047
H -7.635 3.056 -1.729
H -6.447 0.832 -1.127
H -1.818 2.134 -1.130
H -4.411 -3.088 -0.162
H -2.664 -4.803 0.005
H -0.236 -5.400 -0.123
H 2.592 -2.237 -0.717
H 4.207 -3.650 -0.737
H 5.666 -5.801 -0.669
H 4.199 -7.948 -0.332
H -5.024 -0.704 -0.597
```

Properties
LUMO (alpha / beta) in eV: -10.3 / -10.9
Total charge: +3
Energy in hartree: -2661.8202
Spin multiplicity: 2
Orbital gap (alpha / beta) in eV: 4.579 / 3.939

Mulliken population analysis, charges in e, atoms 1 to 4: Ru 0.385; C -0.803; N 0.083; C -0.832